Molecular formula: C33H33B2Br2O9P
Method: DFT, ωB97M-V/def2-TZVPD

The geometry in XYZ format:
```
80
C33H33B2Br2O9P ωB97M-V/def2-TZVPD
C 0.78717 -0.30648 2.76536
C 0.06116 -1.25660 2.18933
C -0.84343 -2.33063 1.35826
C -1.58315 -1.47171 0.19958
C -3.15881 -1.21730 0.16020
Br -4.26634 -2.05756 1.61861
C -3.83454 -0.35437 -1.00799
C -5.42967 -0.17786 -1.00815
B -5.94915 1.24900 -0.38155
O -6.27860 1.48331 1.00511
O -6.08110 2.35899 -1.34307
C -2.85641 0.26782 -2.11907
B -3.58365 1.16742 -3.27534
C -4.41486 0.50009 -4.54192
O -3.45418 2.62478 -3.12141
C -1.29910 0.04616 -2.12950
C -0.66312 -0.85211 -0.95790
C 0.94194 -1.09498 -1.03110
O 1.53560 -2.14867 -0.63596
C 1.82450 0.13130 -1.67131
P 3.55000 0.24343 -0.89360
C 4.16428 2.06016 -0.67771
C 4.72180 -0.68462 -2.13825
C 5.00875 -2.13674 -1.41136
C 1.24222 0.93473 -2.69484
C 1.98967 2.18056 -3.34795
Br 3.75973 1.88496 -4.18452
C 1.85378 3.58569 -2.49220
C 0.56199 4.44519 -3.04243
C -0.26920 0.59341 -3.22517
O -0.53303 0.73855 -4.48072
H 1.18515 0.76033 2.98787
H -0.18374 -3.18372 0.92817
H -1.56086 -2.79874 2.12292
H -5.84060 -0.26826 -2.09823
H -5.98650 -1.00806 -0.40352
H -6.89526 2.27097 0.97783
H -5.26703 2.91648 -1.28517
H -5.56421 0.68951 -4.45179
H -4.25344 -0.65427 -4.45901
H -4.01858 0.87504 -5.56916
H -3.42688 3.05530 -4.01523
H 4.89493 1.98111 0.23323
H 3.33839 2.77552 -0.32696
H 4.81192 2.43515 -1.54405
H 4.16420 -0.88165 -3.13554
H 5.67871 -0.06976 -2.30027
H 6.11646 -2.20333 -1.10813
H 4.80877 -2.94222 -2.20686
H 4.28326 -2.30218 -0.52110
H 1.33449 2.44458 -4.28620
H 1.52731 3.23502 -1.42685
H 2.82539 4.19696 -2.48828
H 0.86177 5.31894 -3.72394
H 0.06797 4.88465 -2.07864
H -0.21480 3.72429 -3.49081
O 9.89176 -0.74072 3.31319
C 9.26595 0.00959 2.58645
C 8.20893 0.89265 3.12213
C 7.52234 1.71283 2.32467
C 7.79019 1.77473 0.87264
O 7.16380 2.52566 0.14518
C 8.84703 0.89180 0.33689
C 9.53372 0.07155 1.13423
H 8.02551 0.83577 4.18805
H 6.74428 2.36585 2.70024
H 9.03035 0.94873 -0.72912
H 10.31170 -0.58142 0.75862
O -6.61524 -2.78350 7.86104
C -6.73628 -3.27926 6.75528
C -7.62619 -4.43667 6.52615
C -7.75646 -4.98047 5.31475
C -7.01814 -4.44812 4.15035
O -7.13907 -4.94380 3.04432
C -6.12840 -3.29090 4.37960
C -5.99797 -2.74698 5.59073
H -8.16047 -4.81418 7.38935
H -8.40330 -5.82893 5.12926
H -5.59406 -2.91334 3.51627
H -5.35103 -1.89845 5.77600
```

As for the lowest unoccupied orbital energy: -0.0619 Eh. The SMILES is C#CCc1c(Br)c(CB(O)O)c(B(C)O)c2c1C(=O)C(P(C)CC)=C([C@H](Br)CC)C2=O.O=C1C=CC(=O)C=C1.O=C1C=CC(=O)C=C1. As for the spin multiplicity: 1. Its total charge is 0. Its total energy is -7493.12642 a.u. The maximum force is 0.1405 Eh/bohr.

Mulliken population analysis, charges in e, atoms 1 to 8: number 1, C, carries -0.404; number 2, C, carries -0.046; number 3, C, carries -0.461; number 4, C, carries 0.132; number 5, C, carries -0.341; number 6, Br, carries -0.335; number 7, C, carries 0.426; number 8, C, carries -1.020

Molecular formula: Br5HSi2
Method: DFT, ωB97M-V/def2-TZVPD

The geometry in XYZ format:
```
8
Br5HSi2 ωB97M-V/def2-TZVPD
Si -0.61020 -0.18728 -1.22226
Si -1.47783 1.93874 -1.75855
Br -2.20537 -1.69478 -1.04716
Br -2.62611 0.69324 1.82500
Br -3.61917 2.10739 -2.31216
Br -0.78916 3.64410 -0.43595
Br -0.35898 2.44132 -3.51695
H 0.28662 -0.68894 -0.08675
```

As for the lowest unoccupied orbital energy (spin up / spin down): -0.0873 / -0.1369 Eh. As for the spin multiplicity: 1. Its total charge is 0. Its total energy is -13449.74144 a.u. The maximum force is 0.0313 Eh/bohr.

Mulliken charges, unit e, in atom order: number 1, Si, carries 0.212; number 2, Si, carries 0.590; number 3, Br, carries -0.112; number 4, Br, carries -0.142; number 5, Br, carries -0.163; number 6, Br, carries -0.189; number 7, Br, carries -0.202; number 8, H, carries 0.007

Molecular formula: C3H3NS2
Method: DFT, ωB97M-V/def2-TZVPD

The geometry in XYZ format:
```
9
C3H3NS2 ωB97M-V/def2-TZVPD
C 0.29137 0.28032 -1.53908
C 0.30070 -0.56842 0.65748
C -0.73384 0.02701 1.34839
N 0.23295 -0.66600 -0.73777
S 0.21399 0.46980 -3.27053
S 1.48538 -1.41170 1.59675
H 0.28749 1.34207 -1.43063
H -1.33193 0.75620 0.98182
H -0.74612 -0.22928 2.39356
```

As for the lowest unoccupied orbital energy (spin up / spin down): -0.0986 / -0.0741 Eh. As for the spin multiplicity: 1. Its total charge is 0. Its total energy is -967.09501 a.u. The maximum force is 0.0723 Eh/bohr.

Mulliken population analysis, charges in e, atoms 1 to 8: number 1, C, carries 0.124; number 2, C, carries 0.276; number 3, C, carries -0.717; number 4, N, carries -0.400; number 5, S, carries -0.048; number 6, S, carries -0.169; number 7, H, carries 0.276; number 8, H, carries 0.361

Molecular formula: C32H33BrN8OOsS
Method: DFT, ωB97M-V/def2-TZVPD

The geometry in XYZ format:
```
77
C32H33BrN8OOsS ωB97M-V/def2-TZVPD
Os -1.57304 0.52283 -0.19061
C -3.08480 -2.13480 -0.03371
N -3.05957 -0.89431 -0.82105
C -3.00464 -0.96493 -2.34747
C -2.83041 0.46806 -2.80426
N -2.14656 1.35609 -2.05489
C -2.18661 2.56733 -2.81628
C -1.78144 3.82892 -2.47729
C -1.96052 4.76394 -3.45874
C -2.61472 4.52450 -4.67941
C -3.07774 3.30254 -4.97388
C -2.80210 2.28059 -4.04220
N -3.14906 0.89341 -3.98964
C -2.68295 -1.65643 1.33493
N -2.01834 -0.49247 1.49535
C -1.70387 -0.37125 2.79346
C -0.94191 0.64025 3.47082
C -0.92959 0.52307 4.86341
C -1.48206 -0.57374 5.53331
C -2.13497 -1.57725 4.83476
C -2.24617 -1.41954 3.47805
N -2.87034 -2.26048 2.49002
H -2.31603 -2.83569 -0.35592
H -4.11265 -2.53854 -0.15356
H -3.88907 -0.36008 -0.62941
H -3.85970 -1.38189 -2.84619
H -2.07793 -1.47060 -2.71397
H -1.22966 3.90365 -1.52412
H -1.54006 5.78861 -3.28493
H -2.78680 5.35850 -5.31672
H -3.62252 3.13095 -5.93072
H -3.80132 0.39758 -4.59931
H -0.45026 1.49063 2.96351
H -0.48054 1.26678 5.53832
H -1.37749 -0.69209 6.63261
H -2.58320 -2.45854 5.31493
H -3.51493 -3.02820 2.64460
Br -3.84932 2.45883 1.16084
C -2.07848 3.20303 1.16189
C -1.81415 4.46734 1.70704
C -0.54314 5.03623 1.55909
C 0.39135 4.31566 0.88823
C 0.10988 3.01285 0.41595
N -1.12711 2.48710 0.58822
H -2.64028 4.96026 2.19585
H -0.31782 6.00703 2.05011
H 1.40517 4.67013 0.78354
H 0.83668 2.41958 -0.12751
C 3.10175 2.01029 1.30373
C 2.82452 0.83824 2.27267
C 2.95343 -0.55493 1.66353
N 1.80876 -0.70348 0.70361
C 1.68829 -1.11247 -0.53492
S 0.26092 -0.80421 -1.46467
N 2.62048 -1.97578 -1.06476
C 3.12860 -3.09981 -0.32938
O 2.83279 -3.26847 0.80177
C 3.93350 -4.10329 -1.01272
C 3.58651 -5.49023 -0.59583
C 4.26694 -6.55499 -1.13405
C 5.19892 -6.30308 -2.09333
C 5.51647 -4.95872 -2.57743
C 4.90357 -3.83456 -1.92528
H 2.93674 2.93689 1.84461
H 2.44057 2.06992 0.41833
H 4.12813 2.05006 0.89661
H 1.78461 0.91831 2.64042
H 3.41333 0.98583 3.16440
H 2.91430 -1.32481 2.42753
H 3.90408 -0.68904 1.16097
H 1.04997 -0.03292 0.92191
H 2.77876 -1.90939 -2.05648
H 2.78994 -5.52516 0.12590
H 4.06160 -7.58551 -0.89197
H 5.55334 -7.21191 -2.63515
H 6.12275 -4.87458 -3.49124
H 5.04718 -2.82762 -2.26585
```

Its expectation value of S² is 6.02. As for the lowest unoccupied orbital energy (spin up / spin down): -0.4528 / -0.5481 Eh. As for the spin multiplicity: 5. Its total charge is +4. Its total energy is -4813.88140 a.u. The maximum force is 0.0746 Eh/bohr.

Mulliken population analysis, charges in e, atoms 1 to 8: number 1, Os, carries 1.376; number 2, C, carries -0.540; number 3, N, carries -0.757; number 4, C, carries -0.998; number 5, C, carries 0.382; number 6, N, carries 0.545; number 7, C, carries 0.511; number 8, C, carries -0.146

Question: Which value of total charge does entry 4 give?
Answer: +4

Question: Number 2 is which compound?
Answer: Br5HSi2